(1)
Entry from OMol25: an isolated ion of composition C18H20ClF3NO3 and charge +1 at a distorted geometry (the ωB97M-V functional and the def2-TZVPD basis).

Element x y z (Å)
C1 4.40 2.61 0.56
C2 4.00 1.06 0.47
C3 3.20 0.52 1.78
O1 2.87 1.36 2.67
O2 2.97 -0.88 1.84
C4 1.79 -1.20 2.63
C5 0.41 -0.84 1.92
C6 0.25 -1.22 0.39
N1 1.17 -2.22 -0.12
C7 1.20 -2.68 -1.51
C8 0.26 -2.13 -2.58
C9 0.46 -2.71 -4.06
F1 1.52 -3.65 -4.17
F2 0.83 -1.64 -4.96
F3 -0.70 -3.41 -4.54
C10 -0.81 -1.06 -2.16
C11 -1.80 -0.48 -3.21
O3 -1.86 -0.83 -4.59
C12 -2.83 0.59 -2.75
C13 -2.86 0.99 -1.24
C14 -1.89 0.40 -0.14
C15 -2.14 0.94 1.33
Cl1 -1.16 2.51 1.53
C16 -3.68 1.41 1.62
C17 -3.80 1.78 3.19
C18 -0.81 -0.63 -0.62
H1 5.21 2.76 1.36
H2 3.47 3.25 0.72
H3 4.89 2.93 -0.44
H4 3.42 0.83 -0.51
H5 4.98 0.46 0.39
H6 1.84 -0.72 3.67
H7 1.83 -2.34 2.81
H8 0.34 0.32 1.98
H9 -0.45 -1.35 2.51
H10 1.88 -2.69 0.48
H11 1.97 -3.50 -1.80
H12 -1.30 -0.17 -5.10
H13 -3.55 1.07 -3.51
H14 -3.67 1.79 -1.00
H15 -1.95 0.19 2.18
H16 -3.95 2.34 1.03
H17 -4.41 0.55 1.32
H18 -3.19 1.06 3.85
H19 -3.44 2.88 3.30
H20 -4.92 1.75 3.47

Summary:
E = -1737.64946 Eh
SMILES string = CCC(=O)OCCc1[nH+]cc(C(F)(F)F)c2c(O)ccc([C@@H](Cl)CC)c12
net charge = +1

---

(2)
Entry from OMol25: one molecule with the formula C18H20ClFN2O3S2 (the ωB97M-V functional and the def2-TZVPD basis).

Element x y z (Å)
C1 -0.79 -0.83 -2.48
S1 -0.77 -0.60 -0.70
O1 0.50 -0.05 -0.33
O2 -1.19 -1.81 -0.06
N1 -1.90 0.61 -0.36
C2 -1.34 1.90 0.00
C3 -0.23 2.23 -0.99
O3 -0.37 2.07 -2.19
N2 0.86 2.82 -0.45
C4 2.07 2.99 -1.22
C5 3.05 1.86 -0.94
S2 3.78 2.05 0.73
C6 4.53 0.39 0.93
C7 3.47 -0.65 1.09
C8 2.79 -0.78 2.30
C9 1.77 -1.71 2.43
C10 1.39 -2.50 1.36
C11 2.06 -2.35 0.16
Cl1 1.55 -3.27 -1.20
C12 3.10 -1.45 0.02
C13 -3.18 0.25 0.05
C14 -3.84 -0.79 -0.61
C15 -5.11 -1.19 -0.25
C16 -5.78 -0.55 0.78
C17 -5.15 0.47 1.46
C18 -3.87 0.85 1.10
F1 -3.30 1.84 1.83
H1 -1.71 -1.33 -2.78
H2 0.07 -1.44 -2.73
H3 -0.71 0.16 -2.93
H4 -2.11 2.66 -0.10
H5 -0.95 1.90 1.02
H6 0.99 2.76 0.55
H7 1.78 2.97 -2.28
H8 2.52 3.96 -0.98
H9 3.87 1.86 -1.66
H10 2.52 0.90 -0.95
H11 5.16 0.21 0.06
H12 5.14 0.48 1.82
H13 3.06 -0.14 3.12
H14 1.25 -1.80 3.37
H15 0.57 -3.20 1.45
H16 3.61 -1.37 -0.93
H17 -3.34 -1.29 -1.42
H18 -5.59 -2.00 -0.78
H19 -6.78 -0.86 1.07
H20 -5.63 0.99 2.28

Summary:
E = -2389.58571 Eh
energy relative to the best compared isomer or geometry (same formula, charge and spin) = 0.200 eV
SMILES string = CS(=O)(=O)N(CC(=O)NCCSCc1cccc(Cl)c1)c1ccccc1F

---

(3)
Entry from OMol25: one molecule with the formula C18H20ClFN4O2 (the ωB97M-V functional and the def2-TZVPD basis).

Element x y z (Å)
C1 -3.71 -7.02 1.83
O1 -3.65 -5.61 2.01
C2 -2.43 -5.06 1.99
C3 -2.38 -3.64 2.19
C4 -1.18 -3.03 2.19
C5 0.03 -3.81 1.98
N1 1.26 -3.41 2.05
C6 1.67 -2.11 1.84
O2 2.64 -1.65 2.39
C7 1.02 -1.32 0.70
C8 0.93 0.16 1.01
C9 2.22 0.99 1.07
N2 1.51 2.09 0.38
C10 2.25 2.83 -0.62
C11 1.34 3.80 -1.32
C12 0.79 4.85 -0.58
C13 -0.08 5.76 -1.14
C14 -0.40 5.62 -2.48
F1 -1.25 6.52 -3.03
C15 0.10 4.60 -3.28
C16 -0.29 4.49 -4.73
C17 0.97 3.71 -2.66
Cl1 1.60 2.41 -3.65
C18 0.51 1.12 -0.11
N3 -0.20 -5.13 1.79
N4 -1.39 -5.78 1.81
H1 -4.77 -7.28 1.88
H2 -3.30 -7.30 0.86
H3 -3.16 -7.53 2.62
H4 -3.30 -3.10 2.36
H5 -1.09 -1.97 2.38
H6 1.66 -1.47 -0.17
H7 0.04 -1.71 0.43
H8 0.33 0.34 1.91
H9 2.64 1.24 2.05
H10 3.01 0.54 0.45
H11 3.04 3.39 -0.11
H12 2.74 2.16 -1.34
H13 1.05 4.92 0.47
H14 -0.50 6.57 -0.58
H15 -0.77 3.53 -4.92
H16 -0.97 5.28 -5.01
H17 0.59 4.54 -5.37
H18 0.77 0.72 -1.10
H19 -0.52 1.49 -0.14
H20 0.61 -5.73 1.68

Summary:
E = -1627.41762 Eh
energy relative to the best compared isomer or geometry (same formula, charge and spin) = 0.376 eV
SMILES string = COc1cc/c(=N\C(=O)CC2CN(Cc3ccc(F)c(C)c3Cl)C2)[nH]n1

---

| no. | lowest unoccupied orbital energy (eV) | highest occupied orbital energy (eV) | frontier orbital gap (eV) |
| --- | --- | --- | --- |
| 1 | -5.30 | -12.2 | 6.871 |
| 2 | 0.69 | -8.5 | 9.239 |
| 3 | -0.25 | -8.6 | 8.336 |